{
  "formula": "C5H7NOS",
  "method": "wB97M-V/def2-TZVPD",
  "elements": ["C", "C", "C", "C", "C", "H", "H", "H", "H", "H", "H", "H", "N", "O", "S"],
  "positions_angstrom": [[0.1292, 1.3336, 1.0637], [0.0539, 0.5143, -0.2483], [-1.2656, -0.1721, -0.4778], [-1.1178, -1.4750, -0.2104], [1.0267, -0.6498, -0.1644], [-0.5928, 2.1526, 1.0389], [-0.0416, 0.7953, 1.9945], [1.1182, 1.7994, 1.1090], [0.8513, 1.0473, -1.9826], [-2.1660, 0.3697, -0.5489], [-1.7922, -2.3164, -0.2493], [0.5031, -2.6969, 0.1400], [0.2255, -1.7331, -0.0318], [0.3901, 1.4721, -1.2428], [2.6780, -0.4410, -0.1898]],
  "atomic_forces_ev_per_a": [[-0.06, 0.31, 0.06], [0.11, 0.88, -0.23], [0.01, -0.55, 1.14], [-0.53, 1.26, -0.98], [0.89, 0.21, 0.39], [-0.10, -0.13, -0.23], [-0.02, -0.40, -0.20], [-0.05, -0.26, -0.09], [-0.13, 0.00, 0.31], [-0.88, 0.39, -0.35], [-0.18, 0.19, 0.18], [0.57, 0.65, -0.16], [1.56, -1.62, 0.46], [0.02, -0.21, -0.29], [-1.20, -0.73, 0.00]],
  "e_tot_ev": -19670.5549,
  "smiles": "C[C@]1(O)C=CNC1=S",
  "relative_energy_kcal_mol": 24.2,
  "lumo_energy_ev": 0.07,
  "homo_energy_ev": -8.55,
  "max_force_ev_per_a": 2.3
}